(1)
{"formula": "C24H36N4O7S", "method": "the ωB97M-V functional and the def2-TZVPD basis", "smiles": "CC(C)CCNC(=O)NC(=O)COC(=O)c1cc(S(=O)(=O)N2CCOCC2)ccc1N1CCCCC1", "homo_ha": -0.3077, "species": ["C", "C", "C", "C", "C", "N", "C", "O", "N", "C", "O", "C", "O", "C", "O", "C", "C", "C", "S", "O", "O", "N", "C", "C", "O", "C", "C", "C", "C", "C", "N", "C", "C", "C", "C", "C", "H", "H", "H", "H", "H", "H", "H", "H", "H", "H", "H", "H", "H", "H", "H", "H", "H", "H", "H", "H", "H", "H", "H", "H", "H", "H", "H", "H", "H", "H", "H", "H", "H", "H", "H", "H"], "coordinates": [[-0.278, -5.059, 0.133], [-0.537, -4.907, 1.630], [0.636, -5.474, 2.427], [-1.831, -5.607, 2.064], [-3.099, -5.050, 1.409], [-3.251, -3.635, 1.659], [-3.009, -2.725, 0.716], [-2.815, -2.943, -0.462], [-2.981, -1.379, 1.163], [-3.000, -0.906, 2.432], [-3.200, -1.576, 3.422], [-2.753, 0.597, 2.520], [-2.173, 1.099, 1.327], [-0.976, 1.721, 1.423], [-0.420, 1.937, 2.467], [-0.519, 2.173, 0.086], [-0.219, 3.524, -0.016], [0.072, 4.082, -1.243], [0.541, 5.805, -1.349], [-0.076, 6.508, -0.265], [0.319, 6.241, -2.696], [2.181, 5.880, -1.093], [3.058, 5.386, -2.128], [3.514, 3.955, -1.826], [4.087, 3.866, -0.539], [3.171, 4.255, 0.464], [2.688, 5.694, 0.246], [0.024, 3.301, -2.385], [-0.237, 1.951, -2.291], [-0.467, 1.329, -1.050], [-0.658, -0.025, -0.916], [0.095, -0.757, 0.088], [1.550, -0.969, -0.374], [1.637, -0.937, -1.903], [0.409, -1.601, -2.522], [-0.879, -0.880, -2.072], [-1.037, -4.547, -0.452], [-0.273, -6.111, -0.146], [0.691, -4.635, -0.123], [-0.624, -3.839, 1.865], [0.760, -6.534, 2.217], [0.472, -5.353, 3.496], [1.560, -4.963, 2.164], [-1.764, -6.670, 1.824], [-1.931, -5.514, 3.148], [-3.974, -5.572, 1.807], [-3.070, -5.186, 0.327], [-3.333, -3.314, 2.620], [-2.796, -0.706, 0.425], [-3.712, 1.100, 2.682], [-2.098, 0.807, 3.374], [-0.250, 4.152, 0.861], [3.935, 6.042, -2.174], [2.514, 5.445, -3.070], [2.660, 3.263, -1.900], [4.294, 3.643, -2.523], [2.314, 3.565, 0.471], [3.708, 4.170, 1.410], [3.529, 6.383, 0.388], [1.888, 5.955, 0.936], [0.208, 3.768, -3.339], [-0.231, 1.367, -3.197], [-0.398, -1.724, 0.212], [0.086, -0.241, 1.047], [1.904, -1.929, 0.004], [2.192, -0.190, 0.040], [2.543, -1.448, -2.232], [1.704, 0.098, -2.244], [0.375, -2.644, -2.205], [0.488, -1.589, -3.609], [-1.623, -1.626, -1.773], [-1.316, -0.293, -2.877]], "forces_ev_per_angstrom": [[-0.1, 0.2, 0.2], [0.0, -0.3, 0.0], [-0.2, 0.2, -0.1], [0.0, 0.4, -0.2], [0.1, -0.3, -0.1], [-0.1, -0.2, 0.5], [-0.1, 0.4, 0.3], [0.0, -0.1, -0.4], [0.0, 0.0, -0.5], [0.2, 0.4, -0.1], [-0.1, 0.0, 0.4], [0.0, 0.0, 0.7], [-0.3, 0.0, -0.1], [0.1, 0.1, 0.2], [0.0, 0.0, -0.1], [0.2, 0.1, -0.2], [0.0, -0.1, 0.0], [0.0, 0.7, -0.1], [0.3, 0.1, 0.0], [0.1, -0.3, 0.2], [0.1, -0.3, -0.1], [-1.0, 0.2, -0.2], [0.3, -0.5, -0.4], [-0.1, 0.1, -0.2], [0.2, 0.1, 0.0], [-0.1, 0.2, 0.1], [0.1, -0.3, 0.5], [0.0, 0.1, 0.0], [0.0, -0.1, 0.0], [0.0, 0.5, 0.1], [-0.4, -0.1, 0.0], [0.4, -0.1, 0.2], [0.0, 0.1, -0.1], [0.0, -0.2, 0.0], [0.1, 0.2, 0.0], [-0.2, -0.3, -0.3], [0.0, 0.0, -0.1], [0.0, -0.2, -0.1], [0.1, 0.0, -0.1], [0.0, 0.0, 0.0], [0.0, -0.2, 0.0], [0.0, 0.0, 0.1], [0.1, 0.0, 0.0], [0.0, -0.1, 0.1], [0.0, -0.1, 0.1], [0.0, 0.0, -0.1], [-0.1, 0.0, 0.1], [0.0, 0.1, -0.2], [0.1, -0.2, 0.1], [0.1, -0.1, 0.0], [-0.2, -0.2, -0.2], [0.0, 0.0, 0.2], [-0.1, 0.0, 0.0], [0.2, 0.0, -0.1], [0.1, 0.0, 0.0], [-0.1, 0.0, 0.0], [0.1, 0.1, 0.0], [-0.1, 0.0, 0.0], [-0.1, 0.0, 0.0], [0.2, 0.0, 0.2], [0.0, 0.0, -0.2], [0.0, -0.1, 0.0], [-0.1, 0.0, 0.1], [0.0, -0.2, 0.0], [0.1, 0.0, 0.1], [0.0, 0.0, 0.1], [0.0, 0.1, 0.0], [0.1, 0.0, 0.0], [0.0, -0.1, 0.0], [0.0, -0.1, 0.0], [0.1, 0.2, -0.1], [0.0, 0.0, 0.0]]}

---

(2)
{"formula": "C27H56AlN2O5", "method": "the ωB97M-V functional and the def2-TZVPD basis", "multiplicity": 3, "homo_ha": [-0.1749, -0.1750], "s2": 2.008, "charge": -1, "species": ["C", "O", "C", "C", "C", "C", "C", "C", "C", "C", "O", "Al", "O", "H", "H", "H", "H", "H", "H", "H", "H", "H", "H", "H", "H", "H", "H", "H", "H", "H", "H", "H", "H", "C", "C", "C", "C", "C", "C", "N", "O", "C", "C", "C", "H", "H", "H", "H", "H", "H", "H", "H", "H", "H", "H", "H", "H", "H", "H", "H", "H", "H", "C", "C", "C", "C", "C", "C", "N", "O", "C", "C", "C", "H", "H", "H", "H", "H", "H", "H", "H", "H", "H", "H", "H", "H", "H", "H", "H", "H", "H"], "coordinates": [[2.091, 7.481, 0.392], [3.024, 6.727, -0.367], [2.455, 6.045, -1.477], [3.169, 4.676, -1.600], [2.832, 3.775, -0.369], [1.395, 3.219, -0.568], [0.904, 2.295, 0.573], [-0.608, 1.971, 0.249], [-1.549, 3.063, 0.833], [-1.846, 4.306, -0.128], [-3.172, 4.792, 0.029], [-4.107, 3.240, 0.335], [-2.730, 2.377, 1.224], [2.381, 8.546, 0.408], [2.141, 7.127, 1.438], [1.051, 7.383, 0.054], [2.664, 6.607, -2.410], [1.365, 5.918, -1.414], [4.248, 4.848, -1.713], [2.745, 4.148, -2.471], [3.512, 2.905, -0.374], [2.932, 4.336, 0.572], [1.433, 2.601, -1.484], [0.658, 4.013, -0.755], [1.532, 1.385, 0.540], [0.994, 2.753, 1.572], [-0.896, 0.958, 0.562], [-0.668, 2.014, -0.856], [-1.051, 3.534, 1.709], [-1.221, 5.106, 0.325], [-1.628, 4.100, -1.196], [-5.380, 3.693, 1.214], [-4.473, 2.452, -1.024], [2.726, -2.028, -3.632], [2.021, -0.929, -2.797], [1.413, -1.532, -1.523], [0.140, -2.337, -1.764], [-0.870, -1.518, -2.565], [-0.285, -0.968, -3.870], [0.999, -0.245, -3.638], [0.733, 0.922, -3.113], [-0.085, -2.127, -4.868], [-1.315, -0.055, -4.544], [3.139, 0.035, -2.378], [2.669, -1.816, -4.700], [3.788, -2.091, -3.390], [2.314, -3.022, -3.453], [1.178, -0.729, -0.816], [2.157, -2.164, -1.030], [0.366, -3.279, -2.274], [-0.300, -2.611, -0.803], [-1.748, -2.131, -2.785], [-1.225, -0.690, -1.943], [0.399, -1.775, -5.782], [-1.051, -2.549, -5.147], [0.499, -2.954, -4.471], [-1.633, 0.761, -3.897], [-2.209, -0.627, -4.798], [-0.916, 0.372, -5.466], [3.597, 0.513, -3.246], [3.917, -0.514, -1.845], [2.785, 0.814, -1.702], [-0.344, -2.705, 5.120], [-0.737, -2.397, 3.652], [-2.225, -2.031, 3.566], [-3.163, -3.229, 3.693], [-2.768, -4.325, 2.705], [-1.295, -4.735, 2.827], [-0.389, -3.555, 2.784], [-0.305, -3.115, 1.558], [-1.093, -5.528, 4.134], [-0.953, -5.734, 1.717], [0.077, -1.163, 3.257], [0.446, -3.455, 5.174], [0.045, -1.818, 5.620], [-1.188, -3.047, 5.721], [-2.425, -1.543, 2.608], [-2.460, -1.294, 4.337], [-3.166, -3.614, 4.718], [-4.187, -2.911, 3.487], [-3.404, -5.202, 2.852], [-2.967, -3.969, 1.690], [-0.039, -5.771, 4.283], [-1.645, -6.468, 4.090], [-1.452, -5.013, 5.021], [-1.154, -5.335, 0.723], [-1.557, -6.636, 1.827], [0.098, -6.026, 1.763], [1.151, -1.366, 3.274], [-0.116, -0.341, 3.947], [-0.186, -0.796, 2.265]], "forces_ev_per_angstrom": [[0.4, 0.2, 0.8], [-0.9, 0.1, -0.1], [1.0, -0.6, -0.9], [-0.9, 0.1, 0.9], [-0.5, 0.0, -1.0], [0.8, -0.3, 0.6], [-0.7, -0.2, -1.1], [1.4, 1.0, -0.2], [-0.4, -1.0, -0.1], [-0.4, 0.6, 1.2], [0.2, -1.6, -0.2], [0.6, 0.6, 0.5], [-0.6, 1.3, -0.7], [-0.2, -0.3, -0.2], [-0.1, 0.1, -0.3], [0.3, 0.0, -0.1], [-0.2, 0.0, 0.3], [0.3, 0.1, 0.3], [-0.3, -0.1, -0.1], [0.5, 0.3, 0.0], [-0.1, 0.3, 0.3], [0.1, -0.2, -0.2], [-0.2, 0.3, 0.3], [0.3, -0.1, 0.2], [-0.2, 0.2, 0.2], [0.0, -0.1, -0.3], [-0.1, 0.4, 0.2], [-0.2, -0.3, 0.4], [-0.3, -0.4, 0.0], [0.4, -0.2, -0.9], [0.2, 0.0, 0.4], [-0.1, -0.3, 0.1], [0.0, -0.1, -0.1], [0.0, -0.2, -0.1], [1.5, -1.0, -0.2], [-0.5, 0.0, 0.2], [-0.1, 0.0, 0.0], [0.3, 0.1, 0.5], [-0.8, -1.1, -1.3], [-1.0, 1.1, 2.2], [0.4, -0.1, -0.8], [0.3, -0.2, 0.0], [0.2, 0.5, 0.2], [-0.3, 0.6, 0.0], [-0.1, 0.0, 0.0], [-0.1, 0.1, 0.2], [-0.1, 0.0, -0.1], [0.0, 0.1, -0.1], [0.1, 0.1, -0.1], [0.0, 0.0, 0.0], [0.1, 0.0, 0.0], [0.0, 0.1, -0.2], [0.1, 0.1, -0.1], [0.0, 0.0, 0.0], [-0.1, 0.2, 0.1], [0.1, 0.1, 0.0], [0.1, 0.0, 0.0], [0.1, -0.2, 0.0], [0.0, 0.0, 0.0], [0.0, 0.0, 0.0], [-0.1, -0.2, -0.1], [-0.1, 0.0, -0.1], [0.0, -0.2, 0.2], [0.5, 0.7, 1.9], [-0.4, -0.2, -0.3], [0.1, 0.0, 0.0], [-0.2, 0.5, 0.0], [-0.1, -1.7, 0.8], [-1.5, 1.2, -1.9], [0.6, -0.7, 0.2], [0.0, 0.1, 0.3], [0.2, 0.4, -0.4], [0.2, 0.1, -0.6], [0.0, 0.0, -0.1], [-0.1, 0.1, -0.2], [0.0, -0.1, 0.0], [0.2, 0.0, 0.0], [0.2, 0.0, 0.0], [0.0, 0.0, 0.0], [0.0, 0.0, 0.0], [0.2, -0.1, 0.0], [0.2, 0.0, 0.0], [0.0, 0.0, 0.0], [0.0, 0.0, -0.2], [0.1, 0.1, 0.0], [0.1, 0.1, 0.1], [0.0, 0.1, 0.2], [0.0, 0.1, 0.0], [0.0, -0.1, 0.0], [-0.1, -0.2, 0.1], [0.1, -0.1, 0.0]]}

---

| no. | E_tot (Eh) |
| --- | --- |
| 1 | -2080.076171 |
| 2 | -1790.459337 |